Below is a structure of composition C5H12IrO7S2, with properties calculated with wB97M-V/def2-TZVPD.

Properties
- Charge: -1
- Highest occupied orbital energy (alpha / beta): -5.259 / -5.257 eV

Last column: natural (NBO) charge in e.
Atoms and positions in Å:
O: -0.37675 2.20421 -0.00595  -0.96
H: 0.72313 -2.34150 -0.04735  0.19
S: -1.68215 2.28187 0.69377  2.37
H: 2.04366 0.51868 -0.31341  0.23
H: 3.74157 -1.80467 2.04636  0.20
H: -0.06650 -1.88739 1.49671  0.19
O: -0.82591 0.71047 -2.54095  -0.92
H: 2.87037 -0.98021 -0.73359  0.20
H: 3.60305 0.11250 0.45301  0.19
C: -2.96970 2.65226 -0.51036  -0.89
H: -3.04989 1.79796 -1.17217  0.28
Ir: -0.73286 -0.04148 -0.41371  1.21
O: -0.94980 -1.63089 -2.17444  -0.96
C: 2.66023 -0.29185 0.08174  -0.60
C: 1.90091 -1.02130 1.19338  -0.25
H: 2.30281 -2.68199 2.56400  0.20
C: 2.77165 -2.17788 1.72168  -0.60
O: -2.73217 -0.22435 -1.46403  -0.98
S: -1.77189 -0.45091 -2.59821  2.50
O: -1.72592 3.33952 1.67835  -0.97
O: -2.42793 -0.60847 -3.86830  -0.97
O: -1.96807 0.94721 1.27611  -0.97
H: -3.88504 2.80713 0.04623  0.23
C: 0.57089 -1.54413 0.68034  -0.54
H: -2.67443 3.54787 -1.04066  0.24
H: 1.72432 -0.32151 2.01731  0.20
H: 2.92641 -2.91116 0.93416  0.20

Below is a cluster of 5 separate species, C4H18N4O6 in total, with properties calculated with wB97M-V/def2-TZVPD.

Properties
- Charge: +1
- Multiplicity: 2
- Highest occupied orbital energy (alpha / beta): -12.568 / -12.500 eV
- Expectation value of S²: 0.7617

Last column: natural (NBO) charge in e.
Atoms and positions in Å:
N: -3.81306 0.30740 0.63091  -0.60
H: -0.42909 2.17187 1.55997  0.48
H: 0.26294 0.45529 0.20005  0.49
H: 0.22553 -2.10138 -3.31648  0.46
H: 1.26329 0.20997 -4.33069  0.20
N: 2.76513 -1.15015 1.53552  -0.79
H: -5.63774 0.82562 -1.84237  0.44
H: -2.85417 0.58033 0.79259  0.46
C: 2.28124 -1.04102 2.67504  0.75
H: 3.87246 -2.03835 3.44332  0.38
H: 0.07205 -0.07451 1.60532  0.51
O: 0.91304 -1.70303 -3.85523  -0.72
H: 0.20054 3.22807 2.44307  0.47
O: -0.30566 3.11785 1.63819  -0.97
H: 2.89336 -1.28785 4.58172  0.41
H: -6.03842 0.34632 -0.23955  0.43
C: 2.08361 -0.22381 -2.21069  -0.10
H: 1.53679 1.21989 -1.04167  0.49
H: 2.40772 -1.24455 -2.00789  0.20
C: 1.07341 -0.33427 -3.40558  -0.11
H: 2.39549 -0.75129 0.68441  0.43
H: 0.02341 -0.11594 -3.21080  0.17
O: 1.54548 0.26165 -0.98410  -0.76
N: 2.99734 -1.56456 3.61595  -0.81
C: -4.08118 0.54110 -0.69480  0.70
O: -0.34640 0.46952 0.93811  -1.00
N: -5.32359 0.53218 -0.92843  -0.72
H: 3.63409 -1.66356 1.49775  0.38
H: 2.92889 0.38885 -2.52415  0.19
O: -3.32772 0.89471 -1.54093  -0.19
H: -4.48681 0.18752 1.37373  0.44
O: 1.26805 -0.44389 2.91773  -0.72

Below is a cluster of 3 separate species, C6H14NO in total, with properties calculated with wB97M-V/def2-TZVPD.

Properties
- ΔE to the lowest compared entry with this formula, charge and spin: 10.581 eV
- Charge: +1
- Highest occupied orbital energy: -12.466 eV

Last column: natural (NBO) charge in e.
Atoms and positions in Å:
C: 0.01867 1.53011 0.61752  0.39
H: -0.00533 -0.56544 -0.29057  0.51
H: 0.44763 -2.01124 1.25164  0.33
N: 0.79511 1.34938 -1.65513  -0.03
H: 0.26656 -3.19918 -0.54669  0.52
H: -1.14214 -0.91693 0.46957  0.26
C: -1.05447 1.04841 1.52832  -0.55
C: -0.10918 1.09894 -0.74639  -0.29
H: -2.06496 1.43070 1.36079  0.31
H: 0.58146 2.43657 0.83196  0.26
H: 1.74061 0.04982 -2.89767  0.30
H: 0.73418 1.24818 -3.72676  0.28
H: -0.75422 1.32018 2.54531  0.26
H: -1.12522 0.74985 -1.02955  0.28
C: 0.63548 -0.97590 1.63215  -0.64
O: 0.17837 -2.23670 -0.56579  -1.20
C: -0.82237 -0.46032 1.42384  -0.45
H: 1.21233 -0.68161 0.75803  0.20
H: -0.04541 -0.14707 -2.91901  0.23
C: 0.77856 0.57871 -2.86190  -0.49
H: 1.12910 -0.75451 2.57570  0.24
H: -1.39475 -0.89194 2.24465  0.28

Below is a cluster of 17 separate species, C36H109N3O17 in total, with properties calculated with wB97M-V/def2-TZVPD.

Properties
- ΔE to the lowest compared entry with this formula, charge and spin: 0.000 eV
- Highest occupied orbital energy: -9.207 eV

Last column: Löwdin charge in e.
Atoms and positions in Å:
H: -0.94288 -3.08282 -2.57320  0.07
H: 1.34354 -1.18565 -5.76332  0.15
H: 5.27054 0.57371 -0.82767  0.06
H: -3.34474 -2.93594 -2.76671  0.11
H: -0.26956 4.19078 4.95321  0.08
H: -0.60199 -4.42526 -4.41572  0.06
C: -3.83492 -2.26275 -2.04423  -0.31
C: -5.11744 -2.98917 -1.68487  -0.08
H: 0.88163 -1.21683 -2.00240  0.07
O: -0.84484 1.44796 -5.55548  -0.12
H: -2.39230 1.71547 -0.20540  0.09
H: 5.19176 1.35870 -3.45828  0.08
H: -0.00839 -3.14765 6.10160  0.06
H: 4.81262 -2.04231 0.22938  0.00
O: -3.15213 -2.00943 -0.82343  -0.09
N: -1.99632 1.31197 5.08609  0.05
H: -3.90284 -2.35828 0.87590  0.04
H: -4.83560 -0.47457 0.88112  0.09
C: -0.92758 2.17640 5.50112  -0.42
H: -4.48918 2.81416 -0.60504  0.09
C: -2.27594 3.51263 8.70238  -0.09
C: -2.87761 -1.59263 -5.86810  -0.17
H: -0.84804 1.77645 -3.41244  0.10
H: 3.25890 0.51042 -7.30055  0.08
H: 3.17243 -2.71400 -1.52057  0.06
H: 4.65724 2.07770 2.40368  0.05
H: 3.49094 -3.42823 1.55740  0.05
C: -0.80377 2.47061 7.09196  -0.17
H: -0.45820 -0.51343 2.80469  0.06
C: -5.42494 2.40793 -0.94120  -0.34
H: -0.39029 -0.76343 -3.00186  0.06
H: 4.66904 -3.02753 -2.40773  0.05
H: 1.98248 -0.84572 6.69203  0.12
H: 1.34289 -2.43172 1.96405  0.03
O: 0.67360 -0.85183 4.98650  -0.11
H: 0.11756 1.52251 -5.75311  0.06
H: -5.76972 -2.22601 -1.19717  0.08
H: -2.79851 -1.33254 -6.93813  0.08
C: -5.12551 -1.10820 1.70500  -0.35
C: 0.29134 -4.22479 -3.87548  -0.05
H: -7.37677 2.13450 -0.12871  0.07
C: 1.98882 5.52544 -0.17953  -0.09
H: 2.81801 1.40268 -5.60019  0.07
H: -0.86942 -4.67764 -2.18151  0.10
H: 3.08928 -1.24135 -7.64084  0.10
H: 5.10128 1.61249 0.73029  0.08
H: -0.58358 -1.69783 6.86343  0.05
H: -3.33197 3.64866 8.82328  0.07
C: 4.24264 -2.51129 -1.55076  -0.18
H: 2.48527 2.59680 -1.76872  0.01
H: -2.88686 1.59952 5.43709  0.08
H: -3.08833 1.37847 -4.50427  0.07
O: 0.72026 -3.57450 -1.53645  -0.09
C: 3.30582 -1.40167 -5.06892  -0.24
C: -1.27896 -4.13788 1.63582  -0.30
O: 2.98717 2.21562 -2.46420  -0.09
H: 2.95984 0.54035 3.37631  0.10
H: -4.88633 -3.87270 -1.06064  0.09
H: 1.25411 4.43650 1.48535  0.10
H: 2.11687 0.88821 -4.22709  0.05
H: 5.13454 -3.20883 -4.92915  0.10
H: 0.07187 3.00007 7.33445  0.10
O: -0.78239 -0.42595 -1.06110  -0.19
H: -0.06512 -3.37593 0.26122  0.05
H: -0.60001 3.23949 -4.32294  0.12
H: -1.87504 -2.64687 3.06569  0.07
H: 2.61190 -4.17303 2.91581  0.10
H: 4.36934 -1.44157 -1.83819  0.08
H: 0.19253 4.32622 0.07083  0.11
H: -2.93472 3.06551 -5.20396  0.06
O: 4.80232 -0.44815 0.93807  -0.15
H: 2.05912 1.98698 4.00419  0.12
C: -6.41228 2.38900 0.25818  -0.05
H: -6.12709 1.75508 1.07971  0.04
H: 0.52935 -0.58128 0.49175  0.11
C: 4.10695 -3.63192 -5.06863  -0.10
H: -6.17321 -1.52357 1.51088  0.14
C: -1.11987 2.26137 -4.40554  -0.29
H: 3.68270 -4.00898 -4.06945  0.10
C: -1.55344 -3.69151 3.04545  -0.08
C: 3.04211 -3.21005 2.50434  -0.13
H: -2.42197 -1.42354 -0.98229  0.04
H: 6.48755 0.47650 0.44818  0.11
H: 1.82096 2.42775 0.69550  0.02
H: 0.76203 -5.18710 -3.95064  0.07
O: 1.88163 3.10391 -0.02979  -0.13
H: -3.21380 -2.61636 -5.75860  0.07
H: 1.56169 -3.99581 -1.73466  0.08
C: 5.08814 2.47778 -3.61008  -0.09
O: -1.66610 -1.37349 -5.17884  -0.17
H: 3.82558 -2.90993 3.20922  0.08
N: -0.67931 0.41262 2.46178  0.08
C: -2.69494 2.41077 -4.39560  -0.06
C: 5.38349 0.61822 0.24090  -0.14
H: -2.13463 2.71971 9.43528  0.08
H: -1.99055 3.99241 4.92225  0.09
H: -4.14849 0.07780 3.36426  0.07
H: 3.67901 3.41964 2.97289  0.05
O: -4.22003 -2.17400 1.78339  -0.10
O: 2.14411 -2.09190 2.39365  -0.15
H: 4.45012 2.64185 -4.51136  0.07
O: -5.97726 3.23430 -1.89709  -0.05
O: 4.88292 -2.78087 -0.35718  -0.10
H: 3.80432 -0.37593 1.03526  0.12
H: -1.51732 2.36909 1.14363  0.08
H: 0.23213 1.10987 0.00178  0.13
C: -1.04290 3.45737 4.71117  -0.07
C: -5.07392 -0.38727 2.99414  -0.10
C: 1.39949 -1.55899 6.01251  -0.26
H: 0.86363 -3.36542 -4.33278  0.09
C: -2.13736 1.49768 0.86554  -0.04
C: 2.54953 -0.34910 -7.23491  -0.06
H: -5.83292 0.35674 2.98027  0.05
H: -2.98661 2.81588 -3.41659  0.06
H: -2.98454 1.60826 1.46897  0.05
O: 3.33337 -2.63404 -5.67732  -0.19
C: -0.26310 -3.88068 -2.49730  -0.30
H: 4.71339 2.98353 -1.56949  0.10
H: -1.03356 3.25580 3.68647  0.03
H: -1.30198 0.81330 3.17375  0.05
H: 0.64657 0.53367 -2.43643  0.09
C: 2.27545 -0.55000 -5.77527  -0.43
H: 2.15134 -2.19230 5.60452  0.09
C: 0.14701 -0.42900 -2.14344  -0.08
O: 1.87019 1.56659 1.96574  -0.11
H: 1.28161 -0.80374 4.28287  0.01
H: -2.20186 -4.14489 1.05763  0.10
H: 6.04660 3.02259 -3.83659  0.09
H: 1.01309 1.19689 2.21597  0.03
H: 0.08882 1.75719 5.25716  0.12
H: -1.85266 0.33366 5.35116  0.08
C: 0.26928 -2.33540 6.76888  -0.06
C: -1.35682 0.22865 1.14979  -0.37
H: 3.11759 -1.49870 -3.99882  0.11
H: -1.38843 -0.42539 -5.35277  0.06
H: -5.40089 -1.03216 3.82062  0.08
H: -6.44233 3.41401 0.60391  0.07
H: 0.61030 -2.69215 7.74453  0.07
H: 4.28108 -0.94376 -5.00195  0.12
H: -5.62046 -3.31248 -2.61113  0.08
H: -5.28955 1.41297 -1.37167  0.11
H: 3.00240 5.61702 0.25550  0.08
C: 2.67595 1.57086 3.16879  -0.25
H: -4.08325 -1.31104 -2.51365  0.11
H: -1.65646 4.42210 8.93216  0.11
H: 4.44267 2.25558 4.08892  0.08
H: 1.45428 6.44960 0.07459  0.07
H: 2.05825 5.58184 -1.25476  0.06
H: -2.20773 -4.42575 3.53021  0.09
H: -5.42740 3.18912 -2.65309  0.05
H: -0.64603 -3.70512 3.66571  0.06
C: 1.25752 4.29969 0.40427  -0.30
H: 4.12889 -4.43357 -5.77984  0.08
H: -3.64919 -0.93740 -5.45962  0.06
H: 3.85355 3.97652 -2.76710  0.11
C: 3.92452 2.43047 3.16030  -0.05
O: -0.27976 -3.23748 1.18785  -0.09
H: -0.90993 -5.16897 1.51141  0.12
H: -2.09196 -0.58812 1.10422  0.13
H: -0.78200 1.49036 7.62199  0.12
C: 4.19295 2.97604 -2.52072  -0.34
C: -0.23046 0.09554 0.15555  -0.17
N: 2.06238 0.80597 -5.24247  0.06
H: 1.70511 0.06239 -7.80083  0.08
O: -2.03203 3.10462 7.35423  -0.22

Below is a structure of composition FeH28O18S, with properties calculated with wB97M-V/def2-TZVPD.

Properties
- Charge: +1
- Multiplicity: 6
- Highest occupied orbital energy (alpha / beta): -13.168 / -13.167 eV
- Expectation value of S²: 8.7634

Last column: natural (NBO) charge in e.
Atoms and positions in Å:
O: -1.74830 2.09003 -1.84621  -0.98
H: -1.30761 -2.36184 -0.26471  0.46
O: -0.46632 3.86523 0.72312  -0.95
H: 1.31006 -1.94636 3.55579  0.47
O: -1.16703 -0.37573 -0.03026  -1.12
H: -2.60176 -1.45218 2.30954  0.51
H: 1.57279 -1.21419 -3.74457  0.51
H: 2.22166 1.14363 -2.02490  0.57
H: -2.62954 -1.13770 -2.86995  0.50
H: -0.36389 0.99455 -3.56326  0.48
O: 2.88395 0.44720 -2.05499  -1.00
O: 2.10309 2.91022 -0.81875  -0.98
H: -1.62967 -0.61270 -1.78455  0.52
O: -1.74316 -1.18608 -2.55793  -1.01
O: 2.77884 0.49644 2.34135  -0.96
H: 2.11854 -0.06052 2.77379  0.47
S: 0.15133 0.07181 0.41410  2.77
O: 1.06359 -1.46701 -2.96034  -0.99
H: -2.56509 -0.64543 0.81901  0.50
O: -1.19665 1.15283 3.45603  -0.79
H: 1.91711 -4.00919 -1.22641  0.53
O: -1.45718 -3.22912 -0.70293  -0.97
O: 0.09948 -0.26696 1.82923  -1.10
H: -0.64744 3.86531 1.62660  0.46
H: -1.19380 2.00405 -1.03026  0.49
H: 3.57618 0.80973 -2.60457  0.52
O: -1.81372 -1.81112 2.82930  -0.35
H: 1.34972 2.40266 -0.46769  0.47
O: -3.49309 -0.64465 1.19465  -0.96
H: -1.04678 -1.37179 2.42503  0.50
H: -0.34563 2.93850 0.48231  0.47
H: -1.05014 0.62885 4.30642  0.49
Fe: 2.40537 -1.40928 -1.45238  1.64
H: -1.76480 -2.93555 -1.52965  0.49
O: 0.22196 1.47975 0.11837  -1.06
O: 1.01231 -1.12073 3.86198  -0.97
H: 0.55546 -0.64071 3.10358  0.46
O: 1.17397 -0.63111 -0.28683  -1.11
H: -0.04349 2.00835 -2.70688  0.50
O: 1.84724 -3.17501 -0.77086  -0.98
H: -0.60142 0.72005 2.86443  0.47
H: 2.31425 3.25919 0.02529  0.48
O: 0.41459 1.29803 -3.14005  -0.98
H: 2.57430 1.38640 2.60298  0.47
H: 1.39373 -3.41309 0.06715  0.54
H: 0.15010 -1.25027 -3.05391  0.55
H: -2.64020 2.10863 -1.50493  0.49
H: -3.69289 0.28687 1.26770  0.50

Below is the molecule C2H2IN3, with properties calculated with wB97M-V/def2-TZVPD.

Properties
- ΔE to the lowest compared entry with this formula, charge and spin: 1.715 eV
- Multiplicity: 3
- Highest occupied orbital energy (alpha / beta): -8.033 / -9.921 eV
- Expectation value of S²: 2.0154

Last column: natural (NBO) charge in e.
Atoms and positions in Å:
N: -0.66095 1.18033 1.09921  -0.03
H: 0.04619 -1.83091 0.12961  0.23
I: 2.40569 0.24234 -1.32733  0.24
C: 0.52342 0.21281 -0.42797  -0.02
N: 0.07360 0.05240 1.03458  -0.30
N: -0.59948 1.94307 0.13750  0.00
C: -0.36703 -0.81265 -0.11057  -0.35
H: -1.42145 -0.98740 -0.53503  0.23

Below is a structure of composition C6H10O, with properties calculated with wB97M-V/def2-TZVPD.

Properties
- ΔE to the lowest compared entry with this formula, charge and spin: 1.686 eV
- Highest occupied orbital energy: -9.247 eV

Last column: natural (NBO) charge in e.
Atoms and positions in Å:
C: 1.16628 0.02057 -0.45852  -0.42
C: 0.00431 -0.54834 0.33186  0.11
H: 2.20493 0.78801 1.28565  0.22
H: 3.19737 0.74224 -0.18224  0.21
H: 2.84347 -0.75567 0.69202  0.20
C: -1.87041 0.16273 0.69864  0.09
H: -1.72565 -1.71381 -0.70991  0.22
C: -1.93037 0.57001 -0.73471  -0.45
C: 2.42570 0.20919 0.38267  -0.61
H: -2.90910 0.51176 -1.20349  0.22
H: 1.36905 -0.64944 -1.30427  0.21
H: 0.85460 0.98281 -0.87927  0.21
O: -0.58368 0.41138 1.25510  -0.52
H: -2.71830 0.09480 1.37323  0.20
C: -1.34141 -0.76544 -0.35151  -0.29
H: -1.29771 1.37850 -1.09289  0.22
H: 0.31090 -1.43932 0.89762  0.18

Below is a cluster of 2 separate species, C4H13NOS in total, with properties calculated with wB97M-V/def2-TZVPD.

Properties
- ΔE to the lowest compared entry with this formula, charge and spin: 0.268 eV
- Highest occupied orbital energy: -8.921 eV
- SMILES: C[C@@H](N)CCS.O

Last column: natural (NBO) charge in e.
Atoms and positions in Å:
H: -2.07918 1.20843 2.08397  0.21
H: -0.08145 -1.89200 -1.45497  0.49
C: -1.18428 -0.14781 0.62525  -0.05
H: -2.28008 -0.51769 2.50849  0.21
H: 0.74504 1.71328 -1.57037  0.22
H: -1.29412 1.78610 -0.33957  0.20
H: -3.23923 0.18421 1.23404  0.20
C: 0.66302 0.93458 -0.82110  -0.53
H: -0.39163 -0.71991 1.12379  0.19
H: 2.34355 2.05475 0.44067  0.11
H: -0.21392 1.67465 0.99994  0.21
C: -2.24992 0.20854 1.69280  -0.62
H: 0.58040 -0.00470 -1.35688  0.24
C: -0.53462 1.14233 0.10197  -0.42
H: -2.00619 -1.86372 -0.10575  0.36
N: -1.72279 -0.95841 -0.48070  -0.85
H: 0.75575 -2.75661 -0.52916  0.46
S: 2.23714 0.77891 0.06551  -0.04
O: 0.75173 -2.38744 -1.41704  -0.96
H: -2.62439 -0.55941 -0.73365  0.36

Ordered maximum force results: 0.052, 0.157, 0.076, 0.078, 0.068, 0.134, 0.007, 0.011; unit Eh/bohr.